w | ORCA calculation (wB97M-V/def2-TZVPD) on CH6P2S in the gas phase.

The geometry in XYZ format:
```
10
Properties=species:S:1:pos:R:3:nbo_charge:R:1
C 0.458 -0.158 -0.564 -1.243
P -0.212 1.463 -0.977 0.272
P 0.256 -0.623 1.065 0.901
S -1.770 -0.887 1.171 -0.250
H 1.641 -0.308 -0.865 0.264
H -1.505 -0.342 -0.031 0.171
H -1.264 0.982 -1.823 -0.028
H 0.830 1.930 -1.717 -0.006
H 0.813 -1.868 1.288 -0.033
H 0.753 -0.188 2.453 -0.048
```

Highest occupied orbital energy, eV: -7.79
LUMO, eV: 0.5
Frontier orbital gap, eV: 8.273
SMILES string: PC=[PH2]S

x | ORCA calculation (wB97M-V/def2-TZVPD) on a 2-piece molecular cluster, CH6P2S overall.

The geometry in XYZ format:
```
10
Properties=species:S:1:pos:R:3:nbo_charge:R:1
C 1.421 0.066 -0.551 -0.641
P -3.769 0.255 -0.064 0.052
P 4.405 0.264 -0.256 -0.041
S 2.660 -0.722 0.175 0.324
H 1.560 0.896 -1.077 0.198
H 0.559 -0.455 -0.588 0.203
H -2.967 0.639 0.950 -0.014
H -3.907 -1.035 0.177 -0.020
H -4.917 0.615 0.506 -0.017
H 4.956 -0.523 0.726 -0.043
```

Highest occupied orbital energy (spin up / spin down), eV: -7.81 / -7.85
LUMO (spin up / spin down), eV: -0.8 / -0.4
Frontier orbital gap (spin up / spin down), eV: 7.051 / 7.486

The winner here is x, beating the second structure by 2.7 kcal/mol.

w | ORCA calculation (wB97M-V/def2-TZVPD) on C7H5N in the gas phase.

The geometry in XYZ format:
```
13
Properties=species:S:1:pos:R:3:nbo_charge:R:1
C -3.137 -0.102 0.007 -0.232
C -1.931 0.082 0.217 -0.012
C -0.471 0.245 -0.094 -0.158
C 0.270 1.363 -0.089 -0.185
C 1.575 1.029 -0.020 -0.227
C 2.129 -0.295 0.148 0.015
C -0.046 -1.074 0.005 0.031
H -4.140 -0.003 -0.259 0.234
H -0.130 2.458 -0.197 0.251
H 2.167 1.968 0.228 0.217
H 3.168 -0.551 0.057 0.209
H -0.840 -2.006 -0.113 0.245
N 1.349 -1.337 -0.109 -0.387
```

Highest occupied orbital energy, eV: -9.10
LUMO, eV: 0.4
Frontier orbital gap, eV: 9.523
SMILES string: C#Cc1cccnc1

x | ORCA calculation (wB97M-V/def2-TZVPD) on C7H5N in the gas phase.

The geometry in XYZ format:
```
13
Properties=species:S:1:pos:R:3:nbo_charge:R:1
C -3.189 0.504 0.133 -0.269
C -1.651 0.283 -0.112 0.098
C -0.407 -0.072 -0.406 -0.135
C 1.003 -0.084 -0.122 0.024
C 2.252 0.202 0.112 -0.043
C 3.576 -0.020 0.083 -0.116
C 4.709 -0.150 0.121 -0.136
H -4.978 -0.467 0.057 0.377
H -3.834 -1.433 0.633 0.376
H -3.045 1.282 1.078 0.195
H -3.695 1.321 -0.637 0.226
H 5.709 -0.312 -0.186 0.231
N -3.988 -0.625 0.030 -0.827
```

Highest occupied orbital energy, eV: -8.61
LUMO, eV: 0.0
Frontier orbital gap, eV: 8.587
SMILES string: C#CC#CC#CCN

The winner here is w, beating the second structure by 85.2 kcal/mol.

w | ORCA calculation (wB97M-V/def2-TZVPD) on C2H4Cl2N2 in the gas phase.

The geometry in XYZ format:
```
10
Properties=species:S:1:pos:R:3:nbo_charge:R:1
C -0.074 -0.357 0.302 0.460
C 0.520 -0.435 -1.097 -0.452
N -0.049 -1.261 1.124 -0.635
N -0.761 1.042 0.487 -0.635
Cl -0.747 -0.404 -2.371 -0.024
Cl -0.047 1.797 1.918 0.061
H 1.078 -1.303 -0.927 0.245
H 1.147 0.483 -1.159 0.223
H -0.542 -1.279 1.974 0.383
H -0.524 1.716 -0.251 0.374
```

Highest occupied orbital energy, eV: -9.72
LUMO, eV: 0.4
Frontier orbital gap, eV: 10.080
SMILES string: [H]/N=C(/CCl)NCl

x | ORCA calculation (wB97M-V/def2-TZVPD) on a 2-piece molecular cluster, C2H4Cl2N2 overall.

The geometry in XYZ format:
```
10
Properties=species:S:1:pos:R:3:nbo_charge:R:1
C 0.107 0.216 0.590 -0.046
C -0.463 -0.330 -0.463 0.066
N 2.068 0.433 0.320 -0.801
N -1.763 -0.697 -0.587 -0.792
Cl -0.393 0.570 2.139 0.065
Cl 0.531 -0.753 -1.789 0.049
H 2.184 1.381 -0.033 0.343
H 2.201 0.503 1.331 0.337
H -2.109 -1.089 -1.433 0.402
H -2.361 -0.233 -0.076 0.378
```

Highest occupied orbital energy, eV: -8.44
LUMO, eV: 0.7
Frontier orbital gap, eV: 9.149

The winner here is w, beating the second structure by 23.6 kcal/mol.

w | ORCA calculation (wB97M-V/def2-TZVPD) on C9H9Cl2NO in the gas phase.

The geometry in XYZ format:
```
22
Properties=species:S:1:pos:R:3:nbo_charge:R:1
C -2.954 -1.070 -0.089 0.013
C -4.118 -0.318 -0.152 -0.198
C -1.844 -0.184 -0.132 0.124
C -4.134 1.070 0.067 -0.047
C -0.534 -0.176 0.406 -0.359
C -0.064 1.055 0.226 0.353
C -2.757 -2.512 -0.092 -0.646
C 2.014 2.260 -0.413 -0.622
C 1.208 1.667 0.793 -0.444
N -1.984 1.012 -0.790 -0.062
O -0.869 1.736 -0.560 -0.271
Cl -5.578 -1.183 -0.098 0.019
Cl -5.432 1.874 -0.544 0.089
H -0.035 -0.923 0.920 0.226
H -2.466 -2.858 0.811 0.233
H -3.651 -3.086 -0.349 0.243
H -1.925 -2.833 -0.653 0.229
H 1.814 3.357 -0.602 0.227
H 1.620 1.607 -1.265 0.222
H 3.149 2.228 -0.219 0.222
H 0.851 2.364 1.540 0.229
H 1.633 0.842 1.322 0.221
```

Highest occupied orbital energy (spin up / spin down), eV: -7.88 / -7.88
LUMO (spin up / spin down), eV: -0.5 / -0.5
Frontier orbital gap (spin up / spin down), eV: 7.428 / 7.427

x | ORCA calculation (wB97M-V/def2-TZVPD) on C9H9Cl2NO in the gas phase.

The geometry in XYZ format:
```
22
Properties=species:S:1:pos:R:3:nbo_charge:R:1
C -0.597 -0.406 0.235 -0.367
C 0.798 -0.385 -0.086 0.084
C -1.216 -0.395 -0.980 0.341
C 3.276 -0.371 0.310 -0.111
C 3.449 0.903 0.236 -0.039
C 1.896 -0.405 0.825 0.021
C 1.653 -0.474 2.300 -0.642
C -3.194 1.077 -1.057 -0.589
C -2.642 -0.308 -1.398 -0.453
N 0.951 -0.365 -1.400 -0.123
O -0.285 -0.366 -1.947 -0.265
Cl 4.334 -1.727 -0.010 -0.035
Cl 3.765 2.481 0.041 0.183
H -1.042 -0.443 1.206 0.233
H 2.587 -0.381 2.848 0.233
H 1.221 -1.448 2.539 0.228
H 0.959 0.297 2.631 0.217
H -3.153 1.253 0.016 0.207
H -4.226 1.169 -1.383 0.212
H -2.609 1.843 -1.559 0.212
H -2.696 -0.474 -2.475 0.231
H -3.229 -1.075 -0.892 0.224
```

Highest occupied orbital energy (spin up / spin down), eV: -7.81 / -7.81
LUMO (spin up / spin down), eV: -0.1 / -0.1
Frontier orbital gap (spin up / spin down), eV: 7.691 / 7.692

The winner here is x, beating the second structure by 14.3 kcal/mol.

w | ORCA calculation (wB97M-V/def2-TZVPD) on a 2-piece molecular cluster, C2H6FP overall.

The geometry in XYZ format:
```
10
Properties=species:S:1:pos:R:3:nbo_charge:R:1
C 1.094 -1.483 0.194 -0.656
C -1.135 1.286 -0.036 -1.015
F -2.367 -0.966 -0.582 -0.598
P -1.483 -0.396 0.673 0.980
H 1.220 -1.327 1.263 0.187
H 1.597 -0.747 -0.338 0.171
H 0.887 -2.471 -0.286 0.205
H -0.623 1.754 0.720 0.233
H -2.055 1.838 -0.206 0.237
H -0.881 1.121 -1.105 0.254
```

Highest occupied orbital energy (spin up / spin down), eV: -8.40 / -7.92
LUMO (spin up / spin down), eV: -0.1 / 0.1
Frontier orbital gap (spin up / spin down), eV: 8.254 / 7.999

x | ORCA calculation (wB97M-V/def2-TZVPD) on C2H6FP in the gas phase.

The geometry in XYZ format:
```
10
Properties=species:S:1:pos:R:3:nbo_charge:R:1
C -0.922 -1.265 0.249 -0.926
C 1.218 0.999 -0.044 -0.125
F 2.171 1.077 -0.980 -0.374
P -0.443 -0.001 -1.051 0.430
H -0.412 -2.142 0.033 0.223
H -2.007 -1.170 0.111 0.239
H -0.689 -1.028 1.323 0.225
H 1.115 2.174 0.176 0.183
H 1.457 0.321 0.780 0.163
H -1.488 1.035 -0.598 -0.037
```

Highest occupied orbital energy, eV: -9.29
LUMO, eV: 0.9
Frontier orbital gap, eV: 10.233
SMILES string: CPCF

The winner here is x, beating the second structure by 8.6 kcal/mol.

w | ORCA calculation (wB97M-V/def2-TZVPD) on a 2-piece molecular cluster, C4H12N3O overall.

The geometry in XYZ format:
```
20
Properties=species:S:1:pos:R:3:nbo_charge:R:1
C -1.597 0.171 -0.143 0.656
C 1.422 1.391 1.552 -0.516
C 1.844 -0.813 -1.201 -0.716
C 0.638 -0.730 -0.429 0.477
N -2.662 0.452 -0.950 -0.760
N -1.576 0.127 1.195 -0.766
N -0.481 -0.027 -0.840 -0.559
O 0.500 -1.737 0.516 -0.710
H 0.580 1.942 1.013 0.159
H 0.804 0.833 2.425 0.165
H 2.318 1.052 1.049 0.181
H 1.820 -0.273 -2.161 0.240
H 2.295 -1.801 -1.406 0.250
H 2.580 -0.224 -0.637 0.251
H -3.572 0.654 -0.506 0.427
H -2.373 1.043 -1.716 0.404
H -2.260 0.443 1.843 0.436
H -0.802 -0.403 1.688 0.457
H -0.485 0.395 -1.713 0.415
H 1.006 -2.495 0.422 0.510
```

Highest occupied orbital energy (spin up / spin down), eV: -12.36 / -10.87
LUMO (spin up / spin down), eV: -3.7 / -3.3
Charge: +1
Frontier orbital gap (spin up / spin down), eV: 8.665 / 7.617

x | ORCA calculation (wB97M-V/def2-TZVPD) on a 2-piece molecular cluster, C4H12N3O overall.

The geometry in XYZ format:
```
20
Properties=species:S:1:pos:R:3:nbo_charge:R:1
O 2.491 0.147 -2.543 -0.479
C 1.704 -0.345 -1.725 0.436
C 1.873 -1.367 -0.584 -0.341
N 0.973 -1.057 0.552 -0.867
H 0.606 -0.100 -1.881 0.050
H 1.626 -2.312 -1.086 0.237
H 2.920 -1.396 -0.250 0.223
H 0.646 -1.934 0.934 0.376
H 1.590 -0.668 1.294 0.373
C -1.809 -0.099 1.767 -0.419
N -0.860 2.002 -1.080 -0.728
C -1.287 0.986 -0.306 0.415
N -1.269 0.999 0.986 -0.484
H -1.038 -0.545 2.419 0.232
H -2.285 -0.835 1.130 0.227
H -2.643 0.266 2.383 0.236
H -0.265 2.720 -0.728 0.417
H -0.597 1.774 -2.030 0.430
H -1.647 0.042 -0.751 0.237
H -0.728 1.722 1.498 0.429
```

Highest occupied orbital energy, eV: -13.20
LUMO, eV: -3.6
Charge: +1
Frontier orbital gap, eV: 9.597

The winner here is x, beating the second structure by 71.6 kcal/mol.

w | ORCA calculation (wB97M-V/def2-TZVPD) on F3HN2O2S in the gas phase.

The geometry in XYZ format:
```
9
Properties=species:S:1:pos:R:3:nbo_charge:R:1
N -0.406 -0.320 0.213 -0.231
N 0.041 1.380 -2.290 0.146
O -2.348 1.114 -1.397 -0.842
O -0.697 2.416 0.039 -0.849
F -1.278 -1.248 -0.203 -0.213
F -0.083 0.103 -2.903 -0.202
F 1.278 1.366 -1.684 -0.200
S -0.998 1.363 -0.842 2.070
H -0.988 0.167 0.912 0.321
```

Highest occupied orbital energy, eV: -11.34
LUMO, eV: -0.7
Frontier orbital gap, eV: 10.587
SMILES string: O=S(=O)(NF)N(F)F

x | ORCA calculation (wB97M-V/def2-TZVPD) on F3HN2O2S in the gas phase.

The geometry in XYZ format:
```
9
Properties=species:S:1:pos:R:3:nbo_charge:R:1
N -1.161 0.151 0.801 -0.464
N 0.527 -0.919 -0.833 0.109
O 0.126 1.674 -0.732 -0.837
O 1.259 0.454 1.217 -0.857
F -1.999 -0.074 -0.330 -0.220
F 0.930 -2.071 -0.146 -0.205
F 1.669 -0.629 -1.519 -0.204
S 0.313 0.579 0.177 2.271
H -1.665 0.835 1.366 0.407
```

Highest occupied orbital energy, eV: -11.35
LUMO, eV: 0.2
Frontier orbital gap, eV: 11.559
SMILES string: O=S(=O)(NF)N(F)F

The winner here is x, beating the second structure by 17.5 kcal/mol.

w | ORCA calculation (wB97M-V/def2-TZVPD) on S2 in the gas phase.

The geometry in XYZ format:
```
2
Properties=species:S:1:pos:R:3:nbo_charge:R:1
S 0.000 0.000 1.148 0.000
S 0.000 0.000 -1.148 0.000
```

Highest occupied orbital energy, eV: -9.28
LUMO, eV: -3.7
Frontier orbital gap, eV: 5.631

x | ORCA calculation (wB97M-V/def2-TZVPD) on a 2-piece molecular cluster, S2 overall.

The geometry in XYZ format:
```
2
Properties=species:S:1:pos:R:3:nbo_charge:R:1
S 1.689 0.450 0.489 0.000
S -1.689 -0.450 -0.489 0.000
```

Highest occupied orbital energy, eV: -9.39
LUMO, eV: -5.4
Frontier orbital gap, eV: 4.034

y | ORCA calculation (wB97M-V/def2-TZVPD) on a 2-piece molecular cluster, S2 overall.

The geometry in XYZ format:
```
2
Properties=species:S:1:pos:R:3:nbo_charge:R:1
S 0.000 0.000 1.612 0.000
S 0.000 0.000 -1.612 0.000
```

Highest occupied orbital energy, eV: -9.69
LUMO, eV: -5.0
Frontier orbital gap, eV: 4.646

z | ORCA calculation (wB97M-V/def2-TZVPD) on S2 in the gas phase.

The geometry in XYZ format:
```
2
Properties=species:S:1:pos:R:3:nbo_charge:R:1
S -0.667 -0.635 -0.010 0.000
S 0.667 0.635 0.010 0.000
```

Highest occupied orbital energy, eV: -8.14
LUMO, eV: -2.4
Frontier orbital gap, eV: 5.769

The winner here is z, beating the second structure by 36.9 kcal/mol.